[1]
Density functional theory data (wB97M-V/def2-TZVPD) for C17H20Cl3MnN4O as an isolated structure.

Properties
strongest force on any atom: 2.3 eV Å⁻¹
E_HOMO (spin up / spin down): -18.12 / -18.86 eV
multiplicity: 4
energy relative to the best compared isomer or geometry (same formula, charge and spin): 44.0 kcal/mol
net charge: +3
expectation value of S²: 3.82

The geometry in XYZ format:
```
46
C17H20Cl3MnN4O | the OMol25 dataset | wB97M-V/def2-TZVPD
Mn -0.128 0.139 -0.226
C 0.175 2.915 -0.461
C 1.356 2.308 -1.267
N 0.854 1.056 -1.871
C 1.647 -0.046 -2.471
C 0.666 -1.204 -2.561
C 0.721 -2.287 -3.415
C -0.295 -3.238 -3.340
C -1.347 -3.101 -2.437
C -1.354 -1.997 -1.605
C -2.386 -1.622 -0.555
N -2.322 -0.148 -0.458
C -2.694 0.641 0.732
C -2.033 2.033 0.584
N -0.954 1.941 -0.441
N -0.362 -1.101 -1.706
H -0.150 3.860 -0.898
H 0.471 3.103 0.567
H 2.192 2.073 -0.609
H 1.713 3.012 -2.019
H 0.157 1.295 -2.574
H 2.495 -0.288 -1.826
H 2.045 0.198 -3.458
H 1.522 -2.390 -4.135
H -0.276 -4.090 -4.007
H -2.145 -3.831 -2.398
H -2.154 -2.067 0.417
H -3.368 -2.000 -0.847
H -2.795 0.223 -1.278
H -2.319 0.124 1.616
H -3.772 0.753 0.859
H -1.589 2.339 1.527
H -2.758 2.791 0.287
H -1.395 1.943 -1.357
Cl 3.354 -1.602 5.715
C 2.464 -0.879 4.501
C 2.233 -1.616 3.296
C 1.510 -1.001 2.328
Cl 1.137 -1.776 0.798
C 0.981 0.316 2.456
O 0.296 0.848 1.514
C 1.236 1.025 3.686
Cl 0.608 2.592 3.850
C 1.965 0.428 4.680
H 2.631 -2.618 3.197
H 2.168 0.947 5.608
```

---

[2]
Density functional theory data (wB97M-V/def2-TZVPD) for a 5-piece molecular cluster, C17H20Cl4F12O8 overall.

Properties
strongest force on any atom: 3.9 eV Å⁻¹
E_HOMO: -11.01 eV
SMILES string: CCOC(=O)C(F)(F)F.CCOC(=O)C(F)(F)F.CCOC(=O)C(F)(F)F.CCOC(=O)C(F)(F)F.ClC(Cl)(Cl)Cl
energy relative to the best compared isomer or geometry (same formula, charge and spin): 12.5 kcal/mol
net charge: 0

The geometry in XYZ format:
```
61
C17H20Cl4F12O8 | the OMol25 dataset | wB97M-V/def2-TZVPD
C 5.338 2.097 1.728
C 3.932 1.571 1.460
O 3.969 0.201 1.745
C 2.882 -0.400 2.317
O 1.907 0.197 2.819
C 2.858 -1.930 2.424
F 1.627 -2.386 2.178
F 3.733 -2.540 1.644
F 3.160 -2.280 3.701
H 6.133 1.550 1.221
H 5.572 2.037 2.791
H 5.397 3.124 1.367
H 3.616 1.663 0.421
H 3.259 2.154 2.089
C -0.657 2.266 4.268
C 0.459 3.043 3.493
O 0.132 4.396 3.140
C -0.794 4.661 2.168
O -1.458 3.795 1.596
C -0.860 6.125 1.675
F -2.094 6.473 1.380
F -0.343 6.977 2.571
F -0.138 6.305 0.607
H -0.397 1.235 4.507
H -1.619 2.197 3.761
H -0.863 2.960 5.083
H 0.720 2.594 2.535
H 1.381 3.159 4.062
C -1.426 -0.134 -4.364
C -2.979 0.103 -4.346
O -3.494 -0.237 -3.103
C -3.562 -1.489 -2.699
O -3.067 -2.503 -3.211
C -4.237 -1.626 -1.358
F -3.322 -1.854 -0.336
F -5.008 -0.586 -1.138
F -5.041 -2.667 -1.463
H -0.817 0.458 -3.681
H -1.054 0.136 -5.352
H -1.191 -1.155 -4.061
H -3.435 -0.622 -5.019
H -3.310 1.104 -4.622
C -1.195 0.792 -0.446
C -0.644 -0.107 0.611
O -0.709 -1.450 0.202
C 0.222 -1.877 -0.698
O 1.225 -1.274 -1.017
C 0.038 -3.309 -1.246
F 1.255 -3.925 -1.045
F -0.962 -3.906 -0.650
F -0.074 -3.313 -2.578
H -1.472 1.736 0.022
H -2.021 0.387 -1.031
H -0.513 1.052 -1.255
H -1.236 -0.155 1.524
H 0.308 0.344 0.891
Cl 1.238 -6.708 -2.087
C 0.160 -7.020 -3.476
Cl 0.319 -8.713 -4.082
Cl -1.497 -6.791 -2.887
Cl 0.653 -5.934 -4.749
```

---

Which value of strongest force on any atom does entry 1 give? 2.3 eV Å⁻¹